{"formula": "C87H189N9O12", "method": "ωB97M-V/def2-TZVPD", "elements": ["C", "C", "C", "C", "C", "C", "N", "O", "C", "C", "C", "H", "H", "H", "H", "H", "H", "H", "H", "H", "H", "H", "H", "H", "H", "H", "H", "H", "H", "H", "C", "C", "C", "C", "C", "C", "N", "O", "C", "C", "C", "H", "H", "H", "H", "H", "H", "H", "H", "H", "H", "H", "H", "H", "H", "H", "H", "H", "H", "H", "C", "C", "C", "C", "C", "C", "N", "O", "C", "C", "C", "H", "H", "H", "H", "H", "H", "H", "H", "H", "H", "H", "H", "H", "H", "H", "H", "H", "H", "H", "C", "C", "C", "C", "C", "C", "N", "O", "C", "C", "C", "H", "H", "H", "H", "H", "H", "H", "H", "H", "H", "H", "H", "H", "H", "H", "H", "H", "H", "H", "C", "C", "C", "C", "C", "C", "N", "O", "C", "C", "C", "H", "H", "H", "H", "H", "H", "H", "H", "H", "H", "H", "H", "H", "H", "H", "H", "H", "H", "H", "C", "C", "C", "C", "C", "C", "N", "O", "C", "C", "C", "H", "H", "H", "H", "H", "H", "H", "H", "H", "H", "H", "H", "H", "H", "H", "H", "H", "H", "H", "C", "C", "C", "C", "C", "C", "N", "O", "C", "C", "C", "H", "H", "H", "H", "H", "H", "H", "H", "H", "H", "H", "H", "H", "H", "H", "H", "H", "H", "H", "C", "C", "C", "C", "C", "C", "N", "O", "C", "C", "C", "H", "H", "H", "H", "H", "H", "H", "H", "H", "H", "H", "H", "H", "H", "H", "H", "H", "H", "H", "C", "C", "C", "C", "C", "C", "N", "O", "C", "C", "C", "H", "H", "H", "H", "H", "H", "H", "H", "H", "H", "H", "H", "H", "H", "H", "H", "H", "H", "H", "C", "C", "O", "H", "H", "H", "H", "H", "H", "C", "C", "O", "H", "H", "H", "H", "H", "H", "C", "C", "O", "H", "H", "H", "H", "H", "H"], "coordinates": [[13.76, 13.91, 16.52], [14.84, 14.02, 17.69], [16.05, 14.95, 17.42], [15.67, 16.39, 17.18], [15.08, 16.87, 18.50], [13.96, 16.06, 19.08], [14.33, 14.58, 18.97], [13.09, 13.84, 19.26], [13.84, 16.37, 20.60], [12.60, 16.39, 18.43], [15.35, 12.58, 18.06], [12.96, 13.20, 16.65], [14.34, 13.50, 15.70], [13.43, 14.85, 16.13], [16.77, 14.87, 18.28], [16.53, 14.56, 16.59], [14.92, 16.47, 16.42], [16.56, 16.92, 16.78], [14.67, 17.87, 18.46], [15.77, 16.96, 19.33], [13.75, 17.47, 20.76], [12.78, 16.09, 20.90], [14.53, 15.87, 21.29], [12.83, 16.62, 17.35], [11.85, 15.61, 18.48], [12.18, 17.28, 18.90], [16.05, 12.63, 18.86], [15.70, 12.02, 17.19], [14.52, 12.00, 18.45], [13.22, 13.54, 20.17], [16.60, 19.07, 21.04], [16.84, 19.29, 22.57], [16.97, 20.77, 22.91], [16.66, 21.20, 24.35], [15.22, 20.76, 24.77], [15.12, 19.19, 24.62], [15.56, 18.73, 23.24], [15.56, 17.31, 23.33], [15.91, 18.55, 25.80], [13.61, 18.89, 24.61], [18.10, 18.58, 23.00], [16.62, 18.01, 20.89], [17.47, 19.54, 20.50], [15.71, 19.51, 20.76], [17.91, 21.08, 22.50], [16.29, 21.38, 22.31], [16.72, 22.29, 24.42], [17.41, 20.84, 25.09], [14.45, 21.31, 24.20], [15.12, 21.12, 25.81], [16.74, 19.20, 26.07], [15.26, 18.34, 26.66], [16.33, 17.57, 25.54], [13.09, 19.60, 23.94], [13.34, 17.87, 24.28], [13.23, 18.95, 25.58], [18.93, 19.08, 22.45], [18.17, 17.54, 22.82], [18.23, 18.75, 24.04], [14.75, 17.16, 22.79], [23.77, 14.98, 17.97], [23.43, 16.36, 17.46], [24.05, 16.52, 16.08], [23.61, 17.83, 15.49], [22.07, 17.92, 15.33], [21.31, 17.53, 16.60], [21.96, 16.37, 17.20], [21.24, 16.14, 18.42], [21.36, 18.74, 17.52], [19.83, 17.19, 16.29], [23.91, 17.48, 18.46], [23.40, 14.90, 18.97], [24.88, 14.85, 17.91], [23.40, 14.28, 17.25], [25.13, 16.50, 16.17], [23.70, 15.60, 15.44], [24.03, 18.04, 14.46], [24.01, 18.59, 16.18], [21.77, 17.25, 14.50], [21.68, 18.89, 14.96], [22.24, 19.33, 17.27], [20.45, 19.31, 17.40], [21.40, 18.53, 18.56], [19.08, 17.37, 17.11], [19.41, 17.75, 15.41], [19.66, 16.15, 16.10], [24.90, 17.11, 18.80], [23.39, 17.54, 19.43], [24.02, 18.45, 18.03], [20.78, 15.39, 18.09], [15.34, 12.52, 26.90], [14.67, 13.73, 27.49], [13.55, 13.19, 28.40], [13.00, 14.26, 29.29], [14.07, 14.78, 30.27], [15.19, 15.48, 29.42], [15.59, 14.50, 28.36], [16.60, 15.15, 27.52], [14.79, 16.80, 28.68], [16.45, 15.68, 30.28], [14.14, 14.58, 26.33], [15.83, 11.95, 27.73], [16.18, 12.74, 26.22], [14.71, 11.84, 26.35], [12.86, 12.71, 27.72], [13.97, 12.48, 29.05], [12.25, 13.80, 29.97], [12.43, 15.03, 28.80], [14.43, 13.91, 30.90], [13.53, 15.41, 31.00], [14.10, 17.41, 29.34], [15.63, 17.33, 28.47], [14.11, 16.67, 27.86], [17.11, 16.20, 29.64], [16.29, 16.23, 31.20], [16.88, 14.74, 30.53], [13.13, 14.90, 26.61], [14.13, 13.99, 25.42], [14.83, 15.37, 26.09], [17.37, 14.60, 27.63], [21.10, 13.86, 15.04], [20.08, 12.67, 15.32], [19.80, 11.96, 13.99], [19.19, 10.63, 14.18], [20.00, 9.87, 15.21], [20.09, 10.47, 16.58], [20.72, 11.78, 16.31], [20.86, 12.46, 17.51], [18.76, 10.54, 17.28], [20.95, 9.59, 17.46], [18.77, 13.20, 15.86], [21.14, 14.61, 15.81], [20.85, 14.33, 14.08], [22.08, 13.34, 14.95], [19.21, 12.63, 13.35], [20.76, 11.81, 13.48], [19.24, 10.05, 13.25], [18.13, 10.61, 14.42], [21.03, 9.82, 14.86], [19.54, 8.86, 15.34], [18.86, 11.24, 18.19], [17.87, 10.76, 16.71], [18.72, 9.52, 17.63], [20.73, 9.93, 18.53], [20.61, 8.56, 17.26], [22.00, 9.48, 17.18], [18.01, 12.44, 15.75], [18.42, 14.05, 15.20], [18.89, 13.60, 16.90], [21.79, 12.31, 17.71], [20.75, 13.29, 21.38], [20.21, 14.51, 22.20], [20.04, 15.77, 21.33], [18.84, 15.64, 20.35], [17.59, 15.31, 21.20], [17.69, 14.07, 22.07], [18.98, 14.30, 22.93], [19.04, 13.17, 23.87], [16.45, 14.21, 22.99], [17.71, 12.71, 21.34], [21.31, 14.80, 23.19], [21.59, 13.73, 20.71], [19.99, 12.73, 20.85], [21.23, 12.49, 21.99], [19.89, 16.67, 21.92], [20.99, 15.78, 20.79], [19.03, 14.82, 19.70], [18.67, 16.62, 19.85], [16.75, 15.19, 20.59], [17.46, 16.15, 21.91], [15.58, 14.24, 22.28], [16.35, 13.37, 23.62], [16.49, 15.19, 23.64], [16.59, 12.52, 21.25], [18.15, 12.78, 20.38], [18.23, 12.01, 22.01], [20.96, 15.59, 23.92], [22.19, 15.19, 22.60], [21.62, 13.98, 23.76], [18.70, 13.54, 24.66], [27.70, 12.73, 19.26], [27.43, 12.79, 20.88], [28.69, 13.36, 21.51], [28.42, 13.86, 22.97], [27.33, 14.86, 22.98], [26.01, 14.24, 22.41], [26.31, 13.73, 21.02], [25.17, 13.09, 20.50], [25.25, 13.27, 23.26], [25.09, 15.47, 22.21], [27.06, 11.40, 21.41], [28.71, 12.38, 19.20], [27.48, 13.72, 18.83], [27.05, 12.03, 18.72], [29.44, 12.57, 21.51], [29.08, 14.26, 20.99], [29.31, 14.36, 23.36], [28.25, 13.08, 23.67], [27.52, 15.57, 22.12], [27.26, 15.39, 23.95], [25.90, 12.51, 23.78], [24.74, 13.83, 24.07], [24.44, 12.65, 22.80], [24.81, 15.85, 23.17], [25.58, 16.32, 21.71], [24.21, 15.05, 21.73], [25.99, 11.34, 21.16], [27.25, 11.28, 22.54], [27.60, 10.64, 20.82], [25.03, 13.49, 19.61], [20.61, 6.05, 21.89], [19.52, 7.11, 22.18], [19.90, 8.40, 21.41], [18.85, 9.51, 21.30], [17.54, 8.96, 20.79], [17.07, 7.58, 21.31], [18.26, 6.68, 21.56], [17.79, 5.49, 22.21], [16.16, 7.72, 22.61], [16.16, 6.90, 20.22], [19.46, 7.33, 23.75], [20.44, 5.60, 20.90], [20.70, 5.28, 22.63], [21.54, 6.56, 21.77], [20.86, 8.74, 21.85], [20.08, 8.03, 20.34], [19.31, 10.23, 20.64], [18.72, 10.10, 22.18], [17.71, 8.87, 19.67], [16.76, 9.66, 20.88], [15.41, 8.44, 22.40], [15.70, 6.77, 22.82], [16.73, 7.96, 23.50], [15.26, 7.48, 20.00], [16.78, 6.86, 19.27], [15.81, 5.97, 20.69], [20.45, 7.07, 24.21], [18.65, 6.67, 24.13], [19.32, 8.37, 24.09], [17.40, 5.03, 21.45], [20.39, 18.13, 29.69], [20.84, 17.44, 28.40], [19.67, 16.70, 27.80], [19.96, 16.18, 26.40], [20.08, 17.36, 25.49], [21.31, 18.20, 26.02], [21.08, 18.55, 27.46], [22.17, 19.34, 27.91], [22.62, 17.48, 25.70], [21.29, 19.51, 25.16], [21.90, 16.43, 28.77], [19.82, 17.41, 30.26], [19.81, 19.07, 29.43], [21.27, 18.47, 30.22], [19.38, 15.89, 28.41], [18.82, 17.37, 27.88], [19.10, 15.47, 26.11], [20.90, 15.61, 26.31], [19.06, 17.90, 25.61], [20.22, 17.18, 24.38], [23.44, 17.97, 26.28], [22.61, 16.42, 25.91], [22.83, 17.57, 24.61], [20.74, 20.34, 25.61], [22.29, 19.87, 25.00], [20.86, 19.18, 24.21], [22.12, 15.62, 28.03], [21.59, 15.95, 29.74], [22.80, 16.94, 29.02], [21.81, 20.17, 27.96], [23.57, 10.18, 21.55], [23.49, 10.23, 20.06], [22.80, 11.40, 19.57], [24.00, 9.19, 21.83], [22.54, 10.21, 21.97], [24.14, 11.00, 22.00], [22.99, 9.28, 19.76], [24.52, 10.30, 19.62], [22.49, 11.93, 20.31], [21.91, 9.78, 25.53], [21.40, 11.16, 25.18], [20.90, 11.01, 23.91], [22.42, 9.33, 24.70], [21.05, 9.11, 25.57], [22.47, 9.73, 26.50], [22.22, 11.88, 25.16], [20.60, 11.48, 25.89], [20.26, 11.69, 23.80], [22.86, 18.71, 21.95], [21.49, 19.01, 21.37], [21.26, 20.36, 21.07], [23.02, 19.31, 22.88], [23.70, 18.90, 21.18], [22.97, 17.66, 22.19], [20.72, 18.68, 22.13], [21.38, 18.40, 20.54], [22.03, 20.80, 20.82]], "smiles": "CC1(C)CCCC(C)(C)N1O.CC1(C)CCCC(C)(C)N1O.CC1(C)CCCC(C)(C)N1O.CC1(C)CCCC(C)(C)N1O.CC1(C)CCCC(C)(C)N1O.CC1(C)CCCC(C)(C)N1O.CC1(C)CCCC(C)(C)N1O.CC1(C)CCCC(C)(C)N1O.CC1(C)CCCC(C)(C)N1O.CCO.CCO.CCO", "total_energy_ev": -131250.460, "de_lowest_kj_mol": 0.0, "multiplicity": 1, "homo_lumo_gap_ev": 8.4}